185
Properties=species:S:1:pos:R:3:forces:R:3 method="wB97M-V/def2-TZVPD" spin_multiplicity=1 homo_energy_ev=-8.2017
C -2.7135 -3.4304 -1.9422 -0.98 -0.62 0.59
O -1.9586 -2.6589 -1.3979 2.93 1.00 0.38
N -3.9881 -3.2776 -1.8078 -3.96 -0.23 0.03
N -2.4715 -4.5613 -2.6099 2.39 -1.39 -0.99
H -4.5680 -4.0204 -2.1713 -0.36 0.61 0.24
H -4.4140 -2.5226 -1.2894 -0.04 0.26 -0.07
H -3.2307 -5.1518 -2.9184 0.58 0.13 -0.02
H -1.5073 -4.8312 -2.7428 -0.32 -0.18 -0.18
C -0.1084 -4.4944 1.8419 0.98 3.92 1.29
O 0.3597 -3.4098 2.2127 -0.06 -0.60 0.50
N -0.8219 -4.6181 0.8054 -3.42 -0.01 -5.62
N -0.0902 -5.6225 2.4535 1.90 -3.95 4.24
H -1.2575 -5.5223 0.6920 -0.21 0.67 -0.80
H -1.0170 -3.8500 0.1792 -0.18 -0.02 -0.03
H -0.4719 -6.4596 2.0367 0.44 0.19 0.37
H 0.6118 -5.7058 3.1748 -0.28 -0.37 0.10
C -0.0435 0.3780 -1.0366 1.67 -0.50 -1.77
O 0.7695 1.2530 -0.9851 2.02 3.25 -0.73
N -0.3038 -0.2818 -2.1685 -0.69 -0.34 -1.44
N -0.5352 -0.1483 0.0194 -2.83 -2.18 3.28
H -1.0053 -1.0079 -2.1441 0.41 -0.24 -0.40
H 0.3715 -0.1782 -2.9124 -0.43 0.01 0.00
H -0.4400 0.2628 0.9370 0.05 -0.16 -0.28
H -1.0515 -0.9958 -0.1683 -0.23 -0.04 0.99
C 0.1045 3.3877 -4.2659 -2.72 2.33 1.46
O -0.8351 4.0285 -3.7410 0.78 -0.58 0.13
N 1.1305 2.8786 -3.6967 3.17 -1.21 3.90
N 0.1585 3.2565 -5.5522 -1.27 0.19 -3.66
H 1.6584 2.1448 -4.1471 0.00 -0.17 0.13
H 1.1743 2.9383 -2.6895 -0.01 -0.39 -0.04
H 0.9328 2.8155 -6.0276 -0.58 0.43 -0.26
H -0.6292 3.7865 -5.8967 0.40 -0.45 -1.35
C -7.8856 -1.6615 -2.2617 -0.28 -1.37 -0.10
C -7.4458 -1.2715 -0.8861 0.98 0.16 -0.81
C -6.2934 -0.2303 -0.9738 -0.53 -0.65 0.76
O -5.0399 -0.8628 -1.3278 -1.73 0.01 0.96
C -3.9956 -0.0158 -1.7029 0.16 0.52 -1.28
N -8.6690 -0.7900 -0.2522 0.98 0.41 0.11
H -7.1145 -2.2615 -2.7448 0.22 0.66 -0.66
H -8.3410 -0.8193 -2.7827 0.52 -0.06 -0.35
H -8.6785 -2.3998 -2.1414 -0.36 -0.02 -0.01
H -7.0711 -2.1712 -0.3980 0.34 -0.08 0.31
H -6.1923 0.2395 0.0046 0.19 0.23 0.10
H -6.6585 0.5034 -1.6924 0.62 0.28 -0.29
H -3.5096 0.6222 -0.9648 -0.42 -0.14 0.64
H -4.3912 0.6239 -2.4919 0.31 0.32 -0.20
H -3.2155 -0.6485 -2.1261 -0.07 0.01 -0.02
H -9.1493 -1.6647 -0.0965 -0.64 0.29 0.55
H -8.4046 -0.3646 0.6248 -0.41 -0.11 0.48
C -3.4305 -4.2953 4.2653 -0.64 1.55 1.10
C -4.3923 -3.3441 3.4988 2.45 -0.50 -0.34
C -3.5465 -2.0731 3.1560 -0.42 -0.59 0.98
O -4.2844 -1.0891 2.5031 -0.24 1.60 -0.06
C -3.5668 0.1732 2.2735 -0.77 -1.40 -0.27
N -4.7285 -4.0278 2.2733 -1.04 0.24 -0.81
H -2.3946 -4.1456 3.9612 -0.10 -0.51 -0.53
H -3.7870 -5.3249 4.2952 0.16 0.04 -0.24
H -3.4072 -3.9029 5.2820 0.04 -0.35 0.34
H -5.2625 -3.1256 4.1178 -0.09 0.20 -0.20
H -2.7432 -2.3389 2.4690 0.52 -0.53 0.19
H -3.1383 -1.7568 4.1160 0.31 0.53 0.02
H -3.2519 0.7021 3.1731 -0.38 -0.24 0.16
H -4.2628 0.7636 1.6776 0.16 0.19 0.29
H -2.6745 0.0022 1.6714 0.12 -0.20 -0.12
H -4.0083 -4.6906 2.0242 0.14 0.02 0.04
H -4.7042 -3.2903 1.5837 -0.35 -0.22 -0.71
C -0.4340 -0.1840 4.9713 0.38 -0.09 0.09
C 0.3455 -1.4889 5.2725 0.05 -0.56 0.63
C 1.0958 -1.4374 6.6318 -0.72 -0.58 0.78
O 1.7812 -2.6784 6.9862 -1.48 1.45 -4.08
C 2.6075 -2.5061 8.0405 -0.28 -0.71 1.98
N -0.6525 -2.5787 5.1267 0.33 -0.24 0.57
H -1.4744 -0.2948 5.2769 0.08 -0.24 0.39
H -0.5242 0.0488 3.9103 0.47 -0.08 -0.15
H -0.0323 0.6858 5.4912 0.21 0.10 -0.12
H 1.1665 -1.7725 4.6140 0.07 0.84 -0.64
H 0.4883 -1.1904 7.5025 -0.94 -0.21 0.06
H 1.7519 -0.5674 6.6596 0.74 -0.18 -0.65
H 1.9041 -2.5577 8.8716 0.53 0.27 1.15
H 3.1423 -1.5573 8.0828 0.34 -0.05 -0.24
H 3.2323 -3.3981 8.0839 0.43 0.33 0.15
H -0.5427 -2.9033 4.1766 -0.19 0.18 -0.57
H -0.3144 -3.3933 5.6188 0.11 -0.17 0.59
C 2.3731 5.2335 3.4610 1.08 1.16 -0.11
C 2.7818 6.2217 2.2979 -0.08 -1.69 -0.84
C 1.6838 6.2739 1.1847 0.47 -0.28 -0.82
O 1.4119 4.9460 0.6568 -0.19 1.16 1.15
C 0.6637 5.0137 -0.5485 0.12 -0.74 0.10
N 3.3341 7.4979 2.7777 -1.17 -0.46 0.47
H 2.1134 4.2347 3.1100 -0.54 0.43 -0.20
H 1.6760 5.6919 4.1623 -0.54 -0.24 -0.24
H 3.2524 5.0340 4.0735 0.31 0.29 -0.03
H 3.5864 5.6611 1.8220 0.30 0.20 -0.21
H 1.9470 6.8136 0.2749 1.11 0.52 0.11
H 0.8045 6.8595 1.4528 -0.70 -0.56 0.74
H -0.0923 5.7983 -0.5165 -0.10 -0.05 -0.05
H 0.2083 4.0323 -0.6804 -0.29 0.08 0.06
H 1.3091 5.1384 -1.4180 0.19 0.42 -0.08
H 2.5659 7.9573 3.2456 -0.07 0.27 0.52
H 3.5915 8.1716 2.0705 0.18 -0.42 -0.59
C 3.8022 -0.1591 -3.0326 0.83 -1.68 -0.33
C 3.7295 0.6521 -4.2995 0.10 1.07 -0.19
C 4.7820 0.4120 -5.3831 1.23 -0.93 1.67
O 4.6504 1.3123 -6.4392 -0.36 -0.01 0.00
C 5.7518 1.3275 -7.3390 -0.70 0.83 0.38
N 2.3961 0.5535 -4.9149 0.34 0.55 0.06
H 4.0521 -1.1605 -3.3831 -0.05 -0.59 0.56
H 2.9096 -0.2263 -2.4108 -0.34 0.33 -0.45
H 4.5870 0.1448 -2.3399 0.20 0.16 -0.28
H 4.0367 1.6208 -3.9053 -1.07 0.99 -0.63
H 4.8346 -0.6428 -5.6526 -0.70 -0.41 -0.83
H 5.7603 0.4803 -4.9072 0.44 0.66 0.19
H 6.5931 1.8830 -6.9244 0.38 -0.52 0.48
H 5.4407 2.0037 -8.1353 -0.14 -0.63 -0.47
H 5.9870 0.3037 -7.6299 0.27 0.18 -0.36
H 2.4869 0.8431 -5.8782 0.08 0.55 -0.34
H 2.1600 -0.4177 -5.0602 -0.07 -0.56 0.49
C 3.8818 -4.3429 0.7314 0.54 -0.64 -0.23
C 3.4204 -2.9211 0.5495 -1.50 -0.23 -0.52
C 2.3422 -2.7986 -0.5713 1.21 -1.54 1.22
O 2.8707 -3.4234 -1.7385 -0.64 1.46 -0.46
C 1.9057 -3.3136 -2.8000 1.64 -0.57 0.84
N 2.8563 -2.3745 1.8073 0.96 0.28 -0.95
H 3.1546 -5.0139 1.1884 -0.16 0.23 0.40
H 4.8198 -4.3414 1.2866 -0.18 -0.14 0.40
H 4.1230 -4.8296 -0.2137 -0.03 0.28 -0.25
H 4.2818 -2.3870 0.1484 0.07 0.52 0.48
H 2.0284 -1.7549 -0.5537 0.10 0.38 -1.05
H 1.4608 -3.3883 -0.3192 -0.32 -0.01 0.44
H 0.9699 -3.6435 -2.3490 -0.54 0.19 -0.59
H 2.2920 -4.0073 -3.5468 -0.46 0.02 -0.28
H 1.9118 -2.3002 -3.2015 -0.48 -0.04 0.02
H 1.9342 -2.7739 1.9083 0.04 -0.53 0.30
H 2.6034 -1.4199 1.5958 0.27 0.60 0.21
C 4.2101 0.6772 1.0491 -0.96 1.12 0.01
C 3.5257 2.0868 0.9609 0.94 -1.20 -0.09
C 3.8246 2.7511 -0.4002 -0.88 -0.09 -0.40
O 5.1182 3.2177 -0.4494 2.51 1.20 0.74
C 5.5201 4.1021 -1.4624 -0.07 0.38 -0.50
N 2.1187 2.0216 1.2800 -0.04 -0.12 0.40
H 3.8944 0.1906 1.9719 0.39 0.16 0.17
H 5.2866 0.8407 0.9976 0.00 -0.40 -0.04
H 3.8470 0.0298 0.2509 0.19 0.02 -0.33
H 3.9991 2.6551 1.7615 0.17 0.45 -0.19
H 3.0858 3.5381 -0.5516 -0.05 0.34 -0.02
H 3.7769 2.0830 -1.2601 -0.87 -0.66 0.03
H 6.5687 4.3924 -1.3976 0.18 -0.58 0.64
H 5.0289 5.0751 -1.4723 -0.70 0.02 0.34
H 5.4224 3.7180 -2.4778 -0.34 -0.50 -0.17
H 1.5991 1.6743 0.4866 -0.07 -0.20 -0.17
H 1.7760 2.9629 1.4095 -0.03 0.22 -0.01
C -0.7664 3.5290 2.6083 1.45 -0.64 -0.74
C -1.7289 3.2774 3.7180 -0.49 0.69 0.35
C -1.7639 4.3736 4.8487 -0.06 -1.17 -0.22
O -2.7881 3.9635 5.7701 -0.12 0.30 -1.40
C -2.3243 3.2413 6.8542 -0.04 0.99 1.78
N -3.0682 3.1678 3.1495 -0.16 0.35 0.11
H -0.7915 2.8089 1.7904 -0.92 -0.42 -0.01
H 0.2512 3.2895 2.9168 0.16 0.86 0.37
H -0.8429 4.4719 2.0668 0.08 0.36 0.54
H -1.5066 2.3129 4.1746 0.19 0.00 0.25
H -2.0173 5.3760 4.5035 -0.39 -0.13 -0.49
H -0.8032 4.5256 5.3406 0.21 -0.42 0.29
H -1.6580 3.9477 7.3492 0.78 -0.58 0.46
H -1.8978 2.2452 6.7366 0.23 0.04 -0.66
H -3.1417 3.1483 7.5692 -0.29 -0.19 -0.19
H -3.2547 4.1230 2.8798 -0.42 0.27 -0.69
H -3.6929 3.0670 3.9367 -0.34 -0.30 0.23
C -2.3621 -1.6038 -5.4372 0.52 -1.40 -0.16
C -0.8704 -1.3108 -5.1965 -1.43 -1.04 -0.55
C 0.0379 -2.1195 -6.1688 -0.23 0.98 0.65
O 1.3653 -2.0198 -5.7012 1.35 -0.26 0.64
C 2.3752 -2.6536 -6.5051 -1.26 0.06 -0.37
N -0.7490 0.1128 -5.2579 1.20 -0.09 -0.76
H -2.7075 -1.2971 -6.4244 -0.03 0.58 0.23
H -2.9629 -1.2427 -4.6025 -0.10 0.42 -0.27
H -2.5123 -2.6834 -5.4408 -0.04 -0.29 0.15
H -0.6504 -1.7480 -4.2225 0.26 -0.08 0.44
H -0.0003 -1.7010 -7.1745 -0.34 -0.20 -0.30
H -0.2508 -3.1683 -6.1002 -0.30 -0.13 -0.40
H 3.3317 -2.7949 -6.0020 -0.23 0.58 0.38
H 2.4693 -2.0544 -7.4108 0.42 -0.09 -0.18
H 2.0553 -3.6560 -6.7896 -0.19 -0.15 -0.09
H -1.3390 0.5826 -4.5862 0.09 0.03 0.11
H 0.2236 0.3257 -5.0881 -0.02 0.78 0.20



12
Properties=species:S:1:pos:R:3:forces:R:3 method="wB97M-V/def2-TZVPD" spin_multiplicity=1 homo_energy_ev=-10.4702
C -0.4203 -1.3661 -1.3976 0.58 -1.34 -2.42
N -0.9070 0.7498 1.0733 1.94 0.28 1.71
O 1.2637 2.3630 0.4290 0.05 -0.53 0.25
O 1.2172 0.8617 2.5360 -1.13 0.41 -0.72
O 0.7604 -0.6821 -0.9985 0.37 2.24 -1.82
P 0.5052 1.3675 1.1849 -1.20 -0.57 -0.13
H -0.4373 -2.4665 -1.0398 0.50 1.81 -0.85
H -0.5769 -1.2486 -2.5821 0.33 -0.75 2.56
H -1.2361 -0.9073 -0.9355 -1.62 0.63 0.66
H -1.4608 0.7240 0.2577 -0.41 0.46 -0.87
H 0.7864 0.1908 -1.5666 0.09 -2.60 1.75
H 0.5056 0.4138 3.0392 0.51 -0.04 -0.13



These records have relative energy (zero: lowest compared OMol25 entry of this formula, charge and spin) values of 508.0, 97.2 kJ/mol, in the order they appear.